The following is a DFT calculation (ωB97M-V/def2-TZVPD) of an isolated molecule of C6H15NO.

## Properties
Kohn-Sham gap	0.3840	Ha
SMILES string	CC[C@@](C)(O)CCN
HOMO level	-9.5	eV

Last columns: bonded neighbours and bond lengths (Å).
Geometry (Å):
1 C 0.297 -0.041 -0.015  C2 1.557, C3 1.539, C5 1.535, O8 1.412
2 C -0.775 1.029 0.346  C1 1.557, C4 1.530, H12 1.091, H13 1.091
3 C 1.681 0.481 0.410  C1 1.539, C6 1.524, H14 1.092, H15 1.092
4 C -2.073 0.435 0.897  C2 1.530, N7 1.460, H16 1.103, H17 1.093
5 C 0.249 -0.323 -1.523  C1 1.535, H18 1.086, H19 1.087, H20 1.087
6 C 2.826 -0.461 0.057  C3 1.524, H21 1.088, H22 1.087, H23 1.086
7 N -2.640 -0.543 -0.026  C4 1.460, H10 1.016, H11 1.015
8 O 0.078 -1.241 0.697  C1 1.412, H9 0.967
9 H -0.789 -1.569 0.421  O8 0.967
10 H -2.936 -0.080 -0.880  N7 1.016
11 H -3.461 -0.977 0.384  N7 1.015
12 H -0.994 1.623 -0.543  C2 1.091
13 H -0.380 1.702 1.108  C2 1.091
14 H 1.658 0.607 1.494  C3 1.092
15 H 1.844 1.459 -0.047  C3 1.092
16 H -2.765 1.263 1.123  C4 1.103
17 H -1.858 -0.085 1.835  C4 1.093
18 H 0.904 -1.155 -1.764  C5 1.086
19 H -0.764 -0.592 -1.815  C5 1.087
20 H 0.563 0.551 -2.088  C5 1.087
21 H 3.744 -0.125 0.535  C6 1.088
22 H 2.995 -0.494 -1.016  C6 1.087
23 H 2.595 -1.462 0.410  C6 1.086

Need the Löwdin charges? In units of e they are: atom 1 (C): -0.582, atom 2 (C): -0.130, atom 3 (C): -0.197, atom 4 (C): -0.276, atom 5 (C): -0.030, atom 6 (C): -0.098, atom 7 (N): -0.008, atom 8 (O): -0.032, atom 9 (H): 0.073, atom 10 (H): 0.078, atom 11 (H): 0.077, atom 12 (H): 0.114, atom 13 (H): 0.111, atom 14 (H): 0.115, atom 15 (H): 0.117, atom 16 (H): 0.108, atom 17 (H): 0.114, atom 18 (H): 0.080, atom 19 (H): 0.068, atom 20 (H): 0.087, atom 21 (H): 0.069, atom 22 (H): 0.066, atom 23 (H): 0.075